1.
DFT (the ωB97M-V functional and the def2-TZVPD basis) results for a structure of composition C23H22CoN8O2 at a distorted geometry.

The HOMO-LUMO gap (spin up / spin down) is 6.681 / 6.848 eV. The molar mass comes out at 501.4 g/mol. As for the spin multiplicity: 2. As for the LUMO energy (spin up / spin down): -0.171 / -0.095 eV. For the total energy, the calculation gives -77850.7297 eV. The value obtained for the HOMO energy (spin up / spin down) is -6.85 / -6.94 eV. Its expectation value of S² is 1.1550.

CARTESIAN COORDINATES (ANGSTROEM)
Co  0.586  -1.155  0.304
O  0.388  -4.455  -2.049
C  0.559  -3.337  -1.576
N  0.914  -2.978  -0.340
C  1.301  -3.927  0.639
C  1.800  -5.202  0.410
C  2.211  -5.978  1.488
C  2.120  -5.485  2.780
C  1.609  -4.212  3.010
C  1.196  -3.439  1.934
N  0.754  -2.103  2.002
C  0.291  -1.541  3.127
O  -0.167  -2.067  4.132
C  0.474  -0.034  3.114
C  0.008  0.728  4.174
C  0.283  2.083  4.196
C  1.046  2.624  3.169
C  1.463  1.787  2.151
N  1.176  0.482  2.102
C  0.401  -2.142  -2.485
C  -0.025  -2.335  -3.790
C  -0.086  -1.253  -4.644
C  0.319  -0.013  -4.169
C  0.723  0.086  -2.854
N  0.749  -0.947  -2.001
H  1.865  -5.578  -0.600
H  2.598  -6.974  1.316
H  2.445  -6.093  3.615
H  1.531  -3.817  4.013
H  -0.562  0.228  4.946
H  -0.073  2.708  5.006
H  1.318  3.672  3.156
H  2.082  2.175  1.346
H  -0.289  -3.341  -4.087
H  -0.426  -1.372  -5.666
H  0.329  0.863  -4.806
H  1.077  1.039  -2.487
C  -3.393  3.907  -1.646
C  -1.930  4.331  -1.531
C  -1.104  3.747  -2.676
C  -1.345  3.964  -0.167
N  -1.287  2.522  0.068
C  -0.343  1.654  -0.261
N  -0.749  0.455  0.072
N  -1.973  0.613  0.640
N  -2.309  1.847  0.628
H  -3.813  4.258  -2.591
H  -3.995  4.317  -0.832
H  -3.490  2.820  -1.620
H  -1.876  5.422  -1.585
H  -1.229  2.662  -2.736
H  -0.038  3.973  -2.570
H  -1.436  4.164  -3.628
H  -1.948  4.386  0.633
H  -0.328  4.342  -0.072
H  0.599  1.922  -0.701

Cartesian forces, eV/Å:
Co 1.03 -1.38 -0.51
O 0.07 -0.02 0.01
C 0.01 -0.02 -0.05
N 0.07 0.21 0.30
C -0.30 0.03 -0.39
C 0.05 -0.09 -0.12
C -0.03 0.01 -0.07
C -0.03 0.09 0.05
C -0.01 -0.04 0.14
C -0.34 0.35 0.27
N -0.19 0.34 -0.06
C 0.10 0.01 -0.06
O 0.15 -0.03 0.10
C 0.02 -0.05 -0.12
C -0.11 0.07 0.07
C -0.01 -0.04 0.03
C -0.01 0.02 0.01
C 0.14 -0.11 -0.05
N 0.00 0.37 -0.12
C 0.04 0.03 0.06
C -0.04 0.01 -0.11
C -0.01 -0.05 0.01
C -0.01 -0.01 -0.11
C 0.13 -0.04 0.13
N -0.17 0.39 0.17
H -0.03 -0.01 0.03
H 0.00 0.03 -0.03
H -0.02 0.04 0.00
H -0.04 -0.04 -0.02
H 0.05 0.02 -0.01
H 0.01 -0.02 -0.02
H 0.01 -0.03 0.01
H -0.08 -0.04 0.01
H 0.01 0.01 0.01
H 0.02 0.01 0.02
H 0.01 -0.04 0.05
H -0.02 0.03 0.08
C 0.00 0.06 -0.03
C -0.06 -0.21 -0.08
C 0.00 0.05 -0.02
C -0.05 -0.05 0.03
N -0.27 0.42 -0.07
C -0.05 0.01 -0.14
N -0.47 -0.06 0.59
N 0.06 0.05 -0.16
N 0.26 -0.21 -0.04
H 0.01 -0.02 0.04
H 0.03 -0.02 -0.03
H 0.00 0.04 0.01
H 0.03 0.02 0.04
H 0.03 0.04 0.01
H -0.05 -0.01 -0.01
H 0.02 -0.04 0.02
H 0.01 -0.04 0.07
H 0.05 0.00 0.03
H -0.01 -0.02 0.04

Results of the natural (NBO) charge analysis, in e, for atoms 1 through 6: Co 1.224; O -0.637; C 0.600; N -0.708; C 0.185; C -0.239



2.
DFT (the ωB97M-V functional and the def2-TZVPD basis) results for a cluster of 3 separate species, C4H12NO2 in total at a distorted geometry.

The HOMO-LUMO gap is 4.978 eV. The molar mass comes out at 106.1 g/mol. As for the spin multiplicity: 1. As for the LUMO energy: 1.517 eV. For the total energy, the calculation gives -9921.4989 eV. Its charge is -1. The value obtained for the HOMO energy is -3.46 eV. The energy above the lowest of the compared OMol25 structures with the same formula, charge and spin is 648.9 kJ/mol.

CARTESIAN COORDINATES (ANGSTROEM)
C  -1.583  0.056  -0.262
O  -1.566  0.610  -1.525
C  -0.269  0.343  0.643
C  1.024  0.136  -0.078
C  1.329  -1.395  0.042
N  1.824  -1.977  1.262
H  -1.594  -1.054  -0.328
H  -2.446  0.357  0.373
H  -0.388  -0.467  1.480
H  -0.367  1.352  1.057
H  1.803  0.792  0.283
H  0.758  0.309  -1.142
H  0.313  -1.790  -0.153
H  1.974  -1.682  -0.777
H  -0.740  -1.080  2.134
H  1.027  -1.955  1.895
H  -0.943  2.001  -1.343
H  0.166  2.615  -2.180
O  -0.323  2.829  -1.380

Cartesian forces, eV/Å:
C 0.85 -0.48 -0.58
O 0.16 -0.10 1.57
C -0.65 2.99 -3.69
C -1.80 0.36 0.92
C 0.27 -2.44 1.02
N -0.10 1.54 -1.20
H -0.34 0.05 0.10
H 0.13 0.00 -0.02
H -0.53 -0.86 1.41
H 0.18 -0.44 0.70
H 0.32 -0.05 -0.03
H 0.35 -0.20 0.54
H 0.11 -0.18 -0.35
H 0.41 0.05 -0.19
H 0.77 0.15 -0.20
H -0.20 -0.59 0.24
H 0.14 0.08 -0.27
H 0.09 0.15 0.00
O -0.15 -0.03 0.02

Results of the natural (NBO) charge analysis, in e, for atoms 1 through 6: C -0.037; O -0.899; C -0.251; C -0.452; C -0.259; N -0.685